{
  "formula": "C38H107N7O12",
  "method": "ωB97M-V/def2-TZVPD",
  "symbols": ["C", "O", "C", "C", "C", "N", "H", "H", "H", "H", "H", "H", "H", "H", "H", "H", "H", "C", "O", "C", "C", "C", "N", "H", "H", "H", "H", "H", "H", "H", "H", "H", "H", "H", "C", "O", "C", "C", "C", "N", "H", "H", "H", "H", "H", "H", "H", "H", "H", "H", "H", "C", "O", "C", "C", "C", "N", "H", "H", "H", "H", "H", "H", "H", "H", "H", "H", "H", "C", "O", "C", "C", "C", "N", "H", "H", "H", "H", "H", "H", "H", "H", "H", "H", "H", "C", "O", "C", "C", "C", "N", "H", "H", "H", "H", "H", "H", "H", "H", "H", "H", "H", "C", "O", "C", "C", "C", "N", "H", "H", "H", "H", "H", "H", "H", "H", "H", "H", "H", "C", "C", "O", "H", "H", "H", "H", "H", "H", "C", "C", "O", "H", "H", "H", "H", "H", "H", "C", "C", "O", "H", "H", "H", "H", "H", "H", "C", "C", "O", "H", "H", "H", "H", "H", "H", "C", "C", "O", "H", "H", "H", "H", "H", "H"],
  "xyz": [[6.37406, -26.96740, -9.23253], [7.49487, -27.85396, -9.05067], [8.40815, -27.38984, -8.01861], [9.90736, -27.61814, -8.55446], [10.25696, -26.90637, -9.92077], [10.12497, -29.04136, -8.73050], [5.92427, -27.03943, -8.24227], [5.66441, -27.21955, -10.02052], [6.69563, -25.93050, -9.33015], [8.36108, -26.35507, -7.67929], [8.17515, -28.06628, -7.19627], [10.58105, -27.22192, -7.79469], [9.53330, -27.29396, -10.63785], [11.24703, -27.01279, -10.36412], [10.08239, -25.83215, -9.86011], [9.78986, -29.54489, -7.92164], [9.71629, -29.49789, -9.53340], [-2.78142, -27.40997, -17.66417], [-2.80420, -26.03692, -17.27739], [-4.10987, -25.50341, -17.36310], [-4.83466, -25.42785, -18.77458], [-3.87105, -24.96073, -19.94219], [-5.92154, -24.47056, -18.72746], [-3.27224, -27.57916, -18.62259], [-3.30875, -27.99060, -16.90727], [-1.76483, -27.77698, -17.80546], [-4.81099, -26.13262, -16.81479], [-4.04253, -24.50777, -16.92462], [-5.24813, -26.43424, -18.84030], [-3.71260, -23.88269, -19.91338], [-4.16719, -25.17153, -20.96980], [-2.83940, -25.31012, -19.90044], [-6.41313, -24.63722, -19.59387], [-5.66090, -23.49500, -18.70628], [4.98342, -32.07344, -7.82876], [4.43443, -33.19421, -8.53864], [3.65085, -32.90757, -9.69007], [2.12210, -33.02489, -9.46655], [1.24865, -32.73012, -10.75179], [1.75641, -32.17370, -8.30968], [4.23897, -31.29056, -7.97364], [5.88751, -31.72166, -8.32571], [5.04199, -32.26656, -6.75760], [3.85692, -31.94230, -10.15255], [3.90834, -33.61281, -10.48029], [1.81823, -34.04839, -9.24700], [1.77046, -31.92150, -11.26359], [0.19930, -32.50021, -10.56709], [1.09085, -33.64695, -11.31981], [0.87787, -32.48464, -7.92034], [2.45676, -32.35631, -7.60522], [0.61497, -18.34014, -18.23274], [-0.46808, -18.90537, -17.53830], [-0.07780, -19.85485, -16.59655], [0.95453, -19.31683, -15.55122], [1.26507, -20.08950, -14.36388], [0.27996, -18.18916, -14.93586], [1.14278, -19.10437, -18.80324], [1.40678, -17.77205, -17.74445], [0.16588, -17.62022, -18.91693], [-1.02969, -20.20378, -16.19622], [0.43957, -20.57218, -17.23361], [1.90996, -18.94731, -15.92367], [1.66670, -21.04049, -14.71374], [0.45401, -20.26906, -13.65814], [2.05070, -19.55143, -13.83348], [-0.58647, -18.60086, -14.61975], [-0.05971, -17.79481, -15.80143], [7.85927, -35.25424, -16.48658], [8.04558, -33.90552, -16.09442], [6.94213, -33.07355, -16.26318], [7.29819, -31.63827, -15.86762], [6.76778, -31.45982, -14.47324], [6.52993, -30.67523, -16.68218], [7.45576, -35.32761, -17.49648], [7.12181, -35.71138, -15.82681], [8.84434, -35.71582, -16.41814], [6.66763, -32.99697, -17.31527], [6.11325, -33.50721, -15.70372], [8.37220, -31.51496, -16.00695], [7.02472, -30.51134, -14.00157], [7.25637, -32.24965, -13.90269], [5.68240, -31.55949, -14.46203], [6.89892, -30.74271, -17.61994], [6.79139, -29.73036, -16.43934], [1.23788, -25.59499, -21.75435], [0.43277, -25.82213, -22.92661], [0.44375, -24.70609, -23.81820], [0.30320, -25.25869, -25.22903], [0.15370, -24.17043, -26.33145], [-1.02992, -25.81716, -25.09350], [0.85054, -24.75779, -21.17371], [2.29926, -25.45324, -21.95800], [1.10686, -26.27545, -20.91297], [-0.30214, -23.97044, -23.51726], [1.38586, -24.15987, -23.86474], [1.05028, -26.02109, -25.44978], [-0.89929, -23.89375, -26.38414], [0.27576, -24.64051, -27.30727], [0.80225, -23.29757, -26.25651], [-1.06432, -26.69811, -25.58627], [-1.04538, -26.12716, -24.13238], [-6.96627, -30.00129, -7.18926], [-5.71081, -29.91174, -7.94816], [-5.31933, -28.53637, -8.32316], [-3.99990, -28.52463, -9.19861], [-4.11684, -29.35556, -10.53560], [-2.86016, -28.81980, -8.38361], [-7.79669, -29.77807, -7.85910], [-6.92817, -29.32990, -6.33142], [-7.18165, -31.00964, -6.83580], [-6.18122, -27.98094, -8.69297], [-5.03524, -28.03145, -7.39988], [-3.83285, -27.46862, -9.41082], [-4.16493, -30.39490, -10.21068], [-3.30027, -29.25434, -11.25048], [-5.04630, -29.12281, -11.05524], [-2.91018, -29.61895, -7.76800], [-2.06885, -29.02953, -8.97517], [6.31171, -24.07238, -13.93208], [6.52879, -25.23981, -14.81771], [5.68168, -25.12220, -16.02005], [6.48150, -23.11527, -14.42528], [6.97006, -23.97823, -13.06847], [5.34246, -24.11419, -13.43518], [6.33644, -26.09364, -14.16805], [7.56148, -25.36022, -15.14506], [4.80614, -25.10715, -15.62661], [-4.98046, -23.38478, -11.98240], [-6.24629, -23.12826, -11.04955], [-7.04812, -24.27548, -11.20743], [-4.33906, -22.50402, -12.01318], [-5.23601, -23.51003, -13.03459], [-4.42531, -24.31231, -11.84243], [-6.68274, -22.17052, -11.33296], [-6.04397, -23.01004, -9.98502], [-7.43796, -24.10672, -12.06833], [0.65194, -26.26021, -12.76586], [1.46348, -27.01323, -13.78593], [1.53423, -26.22315, -14.97753], [0.98092, -25.22951, -12.63345], [0.69401, -26.82622, -11.83530], [-0.41647, -26.20434, -12.97441], [0.93177, -27.95729, -13.90482], [2.45480, -27.28381, -13.42241], [0.64516, -26.41236, -15.28635], [-0.54613, -23.71418, -8.33813], [0.52982, -24.63824, -7.74647], [-0.09671, -25.24701, -6.60054], [-0.99132, -23.01827, -7.62706], [-1.21208, -24.46044, -8.77137], [-0.04836, -23.04400, -9.03898], [1.31621, -24.09860, -7.21879], [0.95432, -25.27560, -8.52216], [-0.52119, -25.95659, -7.08831], [0.10875, -32.61883, -16.64308], [1.46372, -32.12468, -16.48018], [1.89438, -31.52443, -17.65915], [-0.13685, -32.93509, -15.62930], [0.12658, -33.50870, -17.27230], [-0.61557, -31.92760, -17.07398], [2.11216, -32.95957, -16.21451], [1.50514, -31.38313, -15.68238], [2.77513, -31.16047, -17.54336]],
  "atomic_forces_ev_per_a": [[0.720, -0.107, 1.883], [0.301, 1.231, -0.810], [1.221, -0.835, -1.719], [-0.911, -0.111, -0.977], [-1.464, 0.038, 0.694], [0.829, -0.514, 0.624], [-1.053, 0.400, -0.150], [0.481, -0.499, -0.006], [0.140, 0.086, -0.372], [-0.795, 0.229, -0.357], [0.563, 0.180, 0.456], [0.060, -0.214, 0.229], [0.007, 0.039, -0.209], [0.125, -0.528, 0.672], [-0.109, 0.096, 0.156], [0.093, -0.118, 0.086], [-0.225, 0.620, -0.208], [-0.217, 0.222, -0.068], [0.014, -0.416, -0.864], [-0.560, 0.399, -0.673], [2.575, 1.194, -0.166], [0.649, -0.548, 0.399], [-1.111, -0.950, 0.380], [-0.164, 0.125, -0.115], [0.045, -0.280, 0.089], [0.089, 0.310, 0.395], [0.008, 0.111, 0.683], [-0.124, -0.011, 0.031], [-0.127, 0.156, -0.922], [-0.432, 0.190, 0.325], [-0.612, -0.236, 0.145], [0.019, -0.569, 0.366], [-0.488, 0.398, 0.025], [0.480, -0.106, -0.017], [-1.505, 0.451, -1.333], [-0.047, -0.371, 0.105], [-0.769, -0.341, -0.532], [-1.287, -0.111, 0.197], [0.954, -0.075, 1.013], [0.250, 0.069, -0.746], [0.183, 0.546, 0.368], [0.364, -0.198, 0.434], [0.406, -0.330, -0.253], [0.181, 0.469, 0.420], [0.192, -0.322, 0.139], [0.667, -0.442, 0.293], [-0.506, -0.065, -0.619], [0.200, 0.676, 0.664], [0.894, 0.045, -0.456], [-0.150, 0.026, -0.004], [-0.029, 0.002, 0.289], [-0.205, 0.390, -1.503], [0.093, 1.819, 0.356], [2.075, -0.940, -0.626], [-1.924, 1.111, 0.434], [1.514, -2.725, 0.608], [-0.519, 1.566, -1.274], [-0.007, -0.261, -0.223], [-0.317, -0.099, 1.036], [0.031, -0.176, -0.221], [0.414, -0.376, 0.504], [-0.109, -1.162, 0.400], [-0.222, -0.251, -0.803], [0.210, -0.493, 0.591], [-0.224, 0.020, -0.281], [-0.043, -0.165, 0.142], [-0.324, 0.049, 0.754], [-0.443, 1.678, 0.109], [-0.224, 0.733, 0.268], [1.027, -0.086, -0.033], [0.070, 0.229, -1.015], [-1.500, 0.272, 0.260], [1.111, -0.052, 0.979], [0.455, -0.442, -0.831], [0.151, 0.038, -0.284], [0.087, -0.384, 0.194], [-0.276, -0.194, 0.010], [-0.235, -0.472, -0.403], [-0.422, 0.342, 0.094], [0.143, -0.056, 0.416], [0.066, 0.137, -0.094], [-0.336, -0.015, 0.552], [0.100, -0.150, -0.062], [-0.213, -0.099, -0.560], [-0.073, 0.206, 0.507], [-0.845, 0.749, 0.619], [1.175, 0.182, 1.088], [2.052, 0.417, -0.490], [-1.966, 1.603, 0.143], [0.131, -0.699, -0.089], [-0.656, -1.743, -0.288], [0.126, 1.037, -0.595], [-0.077, -0.057, -0.235], [-0.046, -1.338, -0.937], [-0.420, -0.125, -0.332], [0.509, -0.070, 0.848], [0.328, 0.239, 0.134], [0.125, 0.396, 0.533], [0.510, -0.016, -0.098], [0.082, -0.080, 0.043], [-0.384, -0.161, -0.473], [-0.655, -0.333, 0.148], [1.034, 0.521, -1.060], [-0.495, 0.478, 0.074], [0.667, -1.377, 0.797], [-1.756, 0.096, -0.704], [-0.447, 0.090, 1.387], [1.212, -0.597, 0.603], [-0.108, 0.461, 0.047], [-0.149, 0.120, -0.009], [0.761, -0.130, -0.102], [0.095, -0.164, -0.709], [0.061, 0.142, 0.221], [-0.519, 0.207, -0.508], [-0.053, -0.156, -0.232], [0.209, 0.290, 0.302], [-0.027, 0.058, 0.014], [-0.653, -0.189, -0.004], [0.215, 0.192, -0.131], [0.317, 1.558, 1.003], [0.010, -0.121, -0.751], [1.012, -0.629, 1.743], [-0.482, -0.013, -0.307], [0.503, -0.646, -0.003], [-0.380, 0.187, -0.452], [-0.433, -0.675, -0.591], [-0.106, 0.276, -0.245], [-0.486, 0.034, -0.397], [-0.454, 0.901, 0.265], [2.333, -0.738, -0.872], [-1.002, 0.601, -0.047], [0.387, -0.122, 0.367], [-0.874, 0.238, -0.101], [0.027, 0.180, 0.949], [-0.513, -0.130, -0.332], [0.508, -0.291, -0.074], [-0.400, -0.658, -0.155], [-0.119, 0.019, 0.972], [-0.298, 0.394, 0.506], [-0.153, -1.173, 0.254], [0.262, -0.122, 0.160], [0.156, 0.252, 0.377], [-0.028, -0.111, -0.534], [0.146, -0.292, -0.652], [0.132, 0.401, -0.132], [-0.080, 0.658, -0.948], [1.583, -0.227, -0.258], [-0.290, 2.537, 2.050], [0.342, -1.429, -1.465], [-0.200, -0.656, 0.309], [-0.664, 0.845, -0.383], [-0.324, -0.269, -0.760], [0.427, 0.347, -0.789], [-0.102, -0.470, 0.297], [-0.806, -0.716, 0.989], [-1.173, -1.294, 0.089], [1.359, 0.937, 0.385], [0.374, 0.407, -1.218], [-0.813, -0.106, -0.081], [-0.176, -0.049, -0.077], [0.144, 0.202, 0.314], [0.198, -0.121, 0.211], [0.035, 0.042, 0.373], [0.106, 0.002, 0.026]],
  "lowdin_charge": [-0.095, -0.227, -0.166, -0.388, -0.057, 0.014, 0.081, 0.083, 0.078, 0.113, 0.112, 0.120, 0.063, 0.070, 0.065, 0.063, 0.071, -0.103, -0.193, -0.203, -0.401, -0.054, 0.013, 0.078, 0.088, 0.088, 0.112, 0.121, 0.122, 0.068, 0.068, 0.057, 0.070, 0.070, -0.089, -0.197, -0.205, -0.404, -0.055, 0.034, 0.069, 0.086, 0.091, 0.120, 0.123, 0.119, 0.066, 0.064, 0.067, 0.067, 0.044, -0.123, -0.197, -0.187, -0.466, -0.101, 0.033, 0.091, 0.086, 0.094, 0.138, 0.118, 0.136, 0.082, 0.087, 0.089, 0.069, 0.050, -0.096, -0.192, -0.236, -0.424, -0.084, 0.025, 0.084, 0.085, 0.092, 0.118, 0.124, 0.143, 0.073, 0.083, 0.081, 0.063, 0.067, -0.093, -0.199, -0.225, -0.412, -0.060, 0.015, 0.079, 0.089, 0.082, 0.136, 0.119, 0.139, 0.069, 0.066, 0.068, 0.075, 0.053, -0.085, -0.223, -0.152, -0.417, -0.051, 0.019, 0.078, 0.080, 0.078, 0.115, 0.108, 0.119, 0.068, 0.061, 0.069, 0.073, 0.066, -0.119, -0.304, -0.080, 0.080, 0.072, 0.074, 0.101, 0.110, 0.062, -0.080, -0.297, -0.085, 0.059, 0.057, 0.062, 0.101, 0.105, 0.079, -0.104, -0.326, -0.073, 0.076, 0.069, 0.071, 0.105, 0.109, 0.074, -0.089, -0.315, -0.089, 0.075, 0.070, 0.066, 0.105, 0.105, 0.066, -0.103, -0.391, -0.063, 0.081, 0.081, 0.083, 0.114, 0.109, 0.083],
  "charge": 0,
  "e_tot_ha": -2797.7391,
  "smiles": "COC[C@H](C)N.COC[C@H](C)N.COC[C@H](C)N.COC[C@H](C)N.COC[C@H](C)N.COC[C@H](C)N.COC[C@H](C)N.CCO.CCO.CCO.CCO.CCO",
  "fmax_ev_per_a": 3.3
}